Below is a molecular structure, C3H2OSm, with properties calculated with the ωB97M-V functional and the def2-TZVPD basis.

Geometry as XYZ:
```
7
Properties=species:S:1:pos:R:3:forces:R:3:mulliken_spin:R:1
C -2.185971 -0.530167 0.291093 -0.1 1.2 -0.3 0.51
C -1.620690 0.489714 -0.208704 -0.1 -1.4 0.8 -0.11
C -0.658334 1.265124 -0.609848 0.1 -0.1 -0.1 0.59
H 2.740821 -1.183250 0.099390 0.1 -0.3 0.2 0.00
H -2.900753 -1.294260 0.571726 0.4 0.2 -0.3 0.00
O 2.520487 -0.317737 0.441636 -0.3 1.5 -1.1 -0.03
Sm 2.104437 1.570574 -0.585290 0.0 -1.1 0.8 6.04
```
Positions in Å, forces in eV/Å.

Results
gap between HOMO and LUMO (alpha / beta): 5.6 / 7.9 eV
2S+1: 8
total charge: +1
electronic energy: -848.251537 hartree
HOMO energy (alpha / beta): -11.9554 / -13.7391 eV
⟨S²⟩: 15.785